This record from OMol25 describes a cluster of 11 separate species, C25H17Cl40N3O2S2 in total at a distorted geometry. The level of theory is ωB97M-V/def2-TZVPD.

Geometry as XYZ:
```
89
C25H17Cl40N3O2S2 ωB97M-V/def2-TZVPD
Cl -11.65 4.15 11.60
Cl 8.04 -6.86 -6.28
Cl -4.28 2.80 -1.89
Cl 0.08 8.00 -1.27
Cl -5.45 8.57 6.77
Cl -7.02 3.08 9.42
Cl -2.74 5.25 -1.95
Cl -8.10 5.27 10.99
Cl 4.52 -3.51 -6.56
Cl -4.00 3.07 3.92
Cl 1.15 7.80 1.43
Cl -4.02 -1.59 -7.38
Cl -12.38 1.34 11.77
Cl -6.28 -1.80 -4.51
Cl 6.93 -4.67 -4.73
Cl -1.71 2.86 -3.23
Cl -7.10 5.76 8.31
Cl 9.78 -4.78 -5.24
Cl -4.92 5.77 6.22
Cl -7.11 7.13 4.88
Cl -9.58 2.12 11.78
Cl 6.02 -1.46 -5.16
Cl -5.25 5.13 10.46
Cl -6.46 -1.80 -8.94
Cl -1.37 2.86 2.71
Cl -0.49 5.65 0.35
Cl -11.16 2.37 9.35
Cl -1.70 8.20 1.02
Cl -4.91 0.65 -8.99
Cl -1.84 3.00 -0.34
Cl -4.81 0.70 -4.40
Cl -2.44 5.46 3.43
Cl -7.23 0.50 -5.99
Cl -4.36 7.78 4.20
Cl -7.39 0.47 -3.09
Cl -3.88 -1.74 -10.28
Cl 3.12 -1.46 -5.06
Cl 4.49 -0.77 -7.52
Cl 7.94 -4.18 -7.40
Cl -1.63 3.60 5.51
S 1.82 -4.98 -2.23
S 5.35 -5.90 -0.01
O 6.77 -2.87 3.20
O 3.68 0.83 3.11
N 0.25 -1.20 -2.61
N 5.04 -1.16 3.49
N 4.48 -3.67 -2.39
C 6.37 -4.33 0.13
C 0.67 -0.32 -0.26
C -2.36 3.75 3.89
C 3.41 -1.67 -1.16
C -2.65 3.48 -1.85
C -6.87 4.81 9.80
C 5.64 -6.70 -1.65
C 4.09 -1.00 1.30
C 8.17 -5.12 -5.91
C 3.20 -0.74 0.07
C 0.09 0.01 -1.75
C 5.12 -2.16 1.32
C 5.83 -2.18 2.74
C 3.34 -4.31 -2.35
C -5.46 7.31 5.52
C 4.45 -2.84 -1.15
C 4.16 -0.24 2.70
C 4.54 -1.80 -6.08
C -4.82 -1.12 -8.90
C 2.10 0.41 0.03
C 5.34 -3.11 0.11
C -11.19 2.50 11.12
C 4.47 -7.77 -2.06
C -6.43 -0.03 -4.50
C -0.24 7.41 0.38
H -0.14 0.01 0.50
H 4.89 -8.52 -2.83
H 4.10 -8.30 -1.11
H 3.57 -7.28 -2.54
H 5.72 -5.96 -2.52
H 0.67 -0.97 -3.52
H 2.31 1.12 -0.84
H 7.07 -4.34 1.02
H 2.78 -1.50 -2.09
H -1.02 0.31 -1.62
H 4.43 -1.74 4.10
H 0.61 0.95 -2.17
H 1.97 0.98 1.01
H 7.01 -4.26 -0.83
H -0.62 -1.73 -2.71
H 6.62 -7.32 -1.67
H 0.83 -1.45 -0.12
```

The total charge is 0. The calculation puts the LUMO energy at -1.1 eV. As for the SMILES: CCSCc1c(N=C=S)cc(CCCN)c2c1C(=O)NC2=O.ClC(Cl)(Cl)Cl.ClC(Cl)(Cl)Cl.ClC(Cl)(Cl)Cl.ClC(Cl)(Cl)Cl.ClC(Cl)(Cl)Cl.ClC(Cl)(Cl)Cl.ClC(Cl)(Cl)Cl.ClC(Cl)(Cl)Cl.ClC(Cl)(Cl)Cl.ClC(Cl)(Cl)Cl. The value obtained for the HOMO energy is -8.6 eV. For the HOMO-LUMO gap, the calculation gives 7.49 eV.

Partial atomic charges computed with the Löwdin method, in multiples of e: Cl 0.51; Cl 0.52; Cl 0.51; Cl 0.52; Cl 0.52; Cl 0.51; Cl 0.52; Cl 0.50; Cl 0.49; Cl 0.52; Cl 0.53; Cl 0.50; Cl 0.52; Cl 0.51; Cl 0.48; Cl 0.53; Cl 0.48; Cl 0.52; Cl 0.47; Cl 0.52; Cl 0.49; Cl 0.51; Cl 0.52; Cl 0.51; Cl 0.48; Cl 0.45; Cl 0.51; Cl 0.50; Cl 0.51; Cl 0.46; Cl 0.48; Cl 0.47; Cl 0.51; Cl 0.49; Cl 0.52; Cl 0.52; Cl 0.52; Cl 0.53; Cl 0.51; Cl 0.53; S 0.70; S 0.80; O 0.07; O 0.08; N -0.03; N 0.08; N 0.05; C -0.40; C -0.17; C -2.00; C 0.06; C -1.98; C -2.00; C -0.55; C 0.01; C -2.01; C -0.09; C -0.28; C 0.02; C -0.31; C -0.64; C -2.00; C -0.16; C -0.31; C -2.01; C -2.03; C -0.13; C -0.11; C -2.03; C -0.17; C -2.02; C -2.01; H 0.10; H 0.08; H 0.07; H 0.02; H 0.01; H 0.03; H 0.11; H 0.08; H 0.07; H 0.08; H 0.15; H 0.10; H 0.11; H 0.10; H 0.07; H 0.08; H 0.11


This record from OMol25 describes a structure of composition C25H17Cl5N5OSTi at a distorted geometry. The level of theory is ωB97M-V/def2-TZVPD.

Geometry as XYZ:
```
55
C25H17Cl5N5OSTi ωB97M-V/def2-TZVPD
Ti 0.11 -0.16 -0.16
Cl 1.72 2.89 -3.35
Cl 0.25 -2.05 -2.04
Cl 1.62 -0.94 -7.18
Cl 2.17 2.01 -6.33
Cl 0.63 -3.00 -5.03
S 0.35 0.96 2.12
O 0.84 0.71 -1.62
N -1.59 2.09 3.64
N -1.73 0.77 -0.32
N -2.01 2.20 1.53
N 1.95 -0.73 0.38
N -0.38 -1.79 0.85
C 3.16 -2.28 1.76
C -1.63 -2.35 0.97
C -2.16 3.10 -0.70
C -1.83 -3.63 1.38
C 3.06 0.03 0.29
C 0.54 -3.89 1.62
C -0.95 1.74 4.90
C 0.71 -2.56 1.21
C 1.98 -1.89 1.11
C 0.96 -1.37 -4.60
C -3.06 2.86 2.19
C -1.92 0.57 -1.64
C -1.11 1.73 2.43
C -2.13 1.60 -2.55
C -2.79 2.78 3.50
C 1.39 -0.45 -5.55
C 1.45 1.27 -3.85
C 4.22 -0.29 0.93
C 1.64 0.87 -5.17
C -1.95 2.02 0.12
C 4.27 -1.48 1.68
C -2.21 2.89 -2.08
C -0.71 -4.43 1.70
C 1.03 0.36 -2.88
C 0.79 -0.95 -3.29
H 5.09 0.35 0.84
H -2.34 3.72 -2.75
H -1.12 0.69 5.14
H -0.85 -5.47 1.99
H -1.95 -0.46 -1.97
H -3.89 3.29 1.66
H -1.36 2.37 5.68
H -2.46 -1.70 0.71
H 1.42 -4.49 1.85
H -3.34 3.15 4.34
H 3.17 -3.19 2.34
H -2.27 4.09 -0.28
H 2.97 0.92 -0.32
H -2.84 -4.02 1.44
H 0.12 1.92 4.82
H 5.17 -1.76 2.20
H -2.24 1.38 -3.60
```

The total charge is +1. Its spin multiplicity is 3. As for the energy above the lowest of the compared OMol25 structures with the same formula, charge and spin: 0.0 kJ/mol. The calculation puts the LUMO energy (alpha / beta) at -3.1 / -3.2 eV. The value obtained for the HOMO energy (alpha / beta) is -8.1 / -11.0 eV. For the HOMO-LUMO gap (alpha / beta), the calculation gives 4.94 / 7.77 eV.

Partial atomic charges computed with the natural (NBO) method, in multiples of e: Ti 1.26; Cl 0.06; Cl 0.15; Cl 0.08; Cl 0.09; Cl 0.08; S -0.11; O -0.77; N -0.33; N -0.52; N -0.38; N -0.56; N -0.62; C -0.21; C 0.03; C -0.24; C -0.26; C 0.06; C -0.19; C -0.41; C 0.11; C 0.16; C -0.06; C -0.07; C 0.05; C 0.29; C -0.22; C -0.04; C -0.11; C -0.12; C -0.26; C -0.06; C 0.40; C -0.15; C -0.11; C -0.19; C 0.35; C -0.15; H 0.24; H 0.25; H 0.23; H 0.23; H 0.24; H 0.25; H 0.23; H 0.20; H 0.23; H 0.25; H 0.23; H 0.25; H 0.22; H 0.23; H 0.24; H 0.23; H 0.25


This record from OMol25 describes a structure of composition C25H17F5N4OsPS4 at a distorted geometry. The level of theory is ωB97M-V/def2-TZVPD.

Geometry as XYZ:
```
57
C25H17F5N4OsPS4 ωB97M-V/def2-TZVPD
Os 0.23 -0.16 0.24
S 0.65 -2.25 1.34
S -0.10 0.95 2.37
S 2.47 0.59 0.19
S -3.46 0.42 2.16
P -1.98 1.12 3.25
F 5.67 -4.10 -1.08
F 5.29 -4.22 1.60
F 1.33 -2.44 -1.63
F 3.66 -3.24 -2.69
F 2.94 -3.48 2.67
N -1.66 -0.62 -0.51
N 1.20 1.72 -1.90
N 0.18 0.98 -1.45
N 3.37 2.32 -1.60
C 2.30 -2.89 -0.82
C -1.51 -1.81 6.02
C 3.11 -3.41 1.36
C -1.99 0.12 -1.60
C -1.17 4.91 4.49
C -3.82 -1.61 -0.54
C 4.32 -3.80 0.82
C 2.30 1.62 -1.22
C -1.49 -1.09 4.84
C -1.92 -1.19 7.20
C -2.27 0.15 7.20
C -2.56 -1.46 0.00
C -1.87 0.25 4.84
C 3.49 -3.29 -1.38
C -2.42 5.52 4.43
C 2.08 -2.89 0.56
C -4.17 -0.84 -1.64
C 4.51 -3.74 -0.56
C -3.38 3.49 3.56
C -3.24 0.02 -2.19
C -1.02 3.59 4.10
C -2.25 0.88 6.02
C -0.94 0.97 -2.11
C -2.13 2.88 3.64
C -3.52 4.81 3.96
H -3.47 0.62 -3.06
H -0.32 5.47 4.85
H -2.54 1.92 6.01
H -5.16 -0.93 -2.08
H -2.54 6.55 4.74
H -4.23 2.93 3.19
H -1.96 -1.76 8.11
H -4.51 -2.31 -0.10
H -4.49 5.29 3.90
H 3.32 2.90 -2.43
H -2.25 -2.04 0.86
H -0.05 3.11 4.15
H -1.23 -2.86 6.02
H 4.23 2.24 -1.11
H -1.05 1.57 -3.00
H -2.58 0.63 8.12
H -1.19 -1.56 3.91
```

The total charge is +1. Its spin multiplicity is 5. The calculation puts the LUMO energy (alpha / beta) at -4.1 / -6.0 eV. The value obtained for the HOMO energy (alpha / beta) is -10.8 / -10.8 eV. For the HOMO-LUMO gap (alpha / beta), the calculation gives 6.68 / 4.81 eV.

Partial atomic charges computed with the natural (NBO) method, in multiples of e: Os 0.91; S 0.20; S -0.40; S -0.03; S -0.61; P 1.16; F -0.26; F -0.27; F -0.29; F -0.27; F -0.27; N -0.51; N -0.38; N -0.27; N -0.75; C 0.36; C -0.19; C 0.35; C 0.14; C -0.21; C -0.23; C 0.31; C 0.30; C -0.21; C -0.18; C -0.20; C 0.14; C -0.32; C 0.27; C -0.18; C -0.36; C -0.11; C 0.31; C -0.21; C -0.19; C -0.21; C -0.21; C 0.08; C -0.33; C -0.19; H 0.24; H 0.23; H 0.23; H 0.24; H 0.23; H 0.24; H 0.23; H 0.25; H 0.23; H 0.43; H 0.24; H 0.23; H 0.22; H 0.42; H 0.24; H 0.23; H 0.21


This record from OMol25 describes a structure of composition C25H17F5N6OPdS2. The level of theory is ωB97M-V/def2-TZVPD.

Geometry as XYZ:
```
57
C25H17F5N6OPdS2 ωB97M-V/def2-TZVPD
Pd 0.51 -0.36 -0.41
S 0.77 -0.97 1.90
S 0.28 -0.72 -2.68
F -1.11 0.39 3.76
F -0.72 2.57 5.25
F 1.67 3.87 5.19
F 3.32 0.73 2.14
F 3.68 2.92 3.62
O 7.00 1.95 -1.30
N 2.49 -0.01 -0.60
N -1.54 -0.70 -0.49
N 7.52 -0.24 -1.23
N -1.40 -2.67 -3.36
N -1.01 1.71 0.78
N -1.91 -1.69 -1.38
C 2.92 1.17 -1.05
C -5.95 -0.77 -1.10
C 4.26 1.44 -1.24
C -5.77 -1.69 1.11
C -1.57 3.33 2.44
C 5.20 0.46 -0.96
C -3.88 -0.60 0.10
C 0.27 2.10 4.48
C 2.29 1.16 2.88
C 4.74 -0.77 -0.50
C -2.76 2.67 2.69
C 1.08 0.47 2.86
C -4.45 -1.26 1.18
C -2.47 -0.13 0.19
C -6.52 -1.44 -0.03
C 1.48 2.77 4.45
C -1.11 -1.75 -2.41
C -4.63 -0.36 -1.04
C 6.65 0.80 -1.18
C 0.09 0.98 3.70
C 3.38 -0.97 -0.32
C 2.50 2.29 3.64
C -2.15 1.06 1.03
C -3.07 1.53 1.97
C -0.73 2.80 1.47
H -6.53 -0.58 -2.00
H -6.21 -2.21 1.95
H 8.49 -0.03 -1.36
H -4.17 0.15 -1.88
H 4.59 2.41 -1.58
H -3.46 3.05 3.43
H 0.21 3.29 1.23
H -1.30 4.23 2.97
H 2.16 1.90 -1.27
H -2.29 -3.12 -3.33
H 2.99 -1.89 0.07
H 5.41 -1.57 -0.23
H -3.86 -1.46 2.06
H -0.90 -2.64 -4.23
H 7.23 -1.20 -1.17
H -4.00 1.01 2.14
H -7.55 -1.76 -0.08
```

The total charge is 0. As for the energy above the lowest of the compared OMol25 structures with the same formula, charge and spin: 0.0 kJ/mol. The calculation puts the LUMO energy at -0.4 eV. The value obtained for the HOMO energy is -7.8 eV. For the HOMO-LUMO gap, the calculation gives 7.43 eV.

Partial atomic charges computed with the natural (NBO) method, in multiples of e: Pd 0.67; S -0.27; S -0.26; F -0.30; F -0.30; F -0.29; F -0.32; F -0.29; O -0.59; N -0.41; N -0.22; N -0.81; N -0.79; N -0.44; N -0.43; C 0.05; C -0.23; C -0.20; C -0.21; C -0.25; C -0.08; C -0.10; C 0.26; C 0.37; C -0.22; C -0.16; C -0.29; C -0.20; C 0.25; C -0.21; C 0.27; C 0.30; C -0.12; C 0.65; C 0.33; C 0.08; C 0.25; C 0.15; C -0.21; C 0.04; H 0.21; H 0.22; H 0.41; H 0.21; H 0.26; H 0.22; H 0.20; H 0.23; H 0.22; H 0.40; H 0.24; H 0.22; H 0.22; H 0.40; H 0.40; H 0.23; H 0.21